(1)
ORCA calculation (wB97M-V/def2-TZVPD) on C12H29GeN4S5SbSe4Zn as an isolated structure.

Atoms and positions in Å:
Zn: 0.424 2.014 0.502
S: 0.158 4.044 4.266
C: 0.168 3.659 2.678
S: 1.424 3.901 1.529
S: -1.321 2.778 1.959
N: -0.946 2.783 -3.874
C: -0.516 3.766 -3.053
N: 0.577 4.426 -3.451
S: -1.303 4.096 -1.597
H: -0.241 2.337 -4.468
H: -1.616 2.173 -3.438
H: 1.172 4.012 -4.162
H: 1.062 4.940 -2.735
C: -2.477 -3.750 4.076
C: -1.836 -2.535 3.419
C: -2.859 -1.497 2.962
C: -2.280 -0.497 1.964
Ge: -0.925 0.634 2.811
C: 1.008 0.296 3.045
C: 1.919 -0.393 2.027
C: 1.692 -1.895 1.932
C: 2.654 -2.551 0.950
H: -1.726 -4.464 4.419
H: -3.133 -4.267 3.372
H: -3.081 -3.460 4.939
H: -1.235 -2.847 2.562
H: -1.140 -2.070 4.127
H: -3.245 -0.965 3.839
H: -3.713 -2.010 2.508
H: -3.048 0.190 1.602
H: -1.863 -1.001 1.092
H: -1.355 0.796 4.295
H: 0.978 -0.293 3.970
H: 1.395 1.276 3.342
H: 2.954 -0.206 2.329
H: 1.835 0.036 1.023
H: 0.663 -2.084 1.611
H: 1.803 -2.341 2.930
H: 2.597 -2.062 -0.023
H: 2.426 -3.609 0.810
H: 3.686 -2.469 1.301
Se: 1.710 1.365 -5.522
Sb: 3.236 1.414 -3.530
Se: 1.909 2.119 -1.356
Se: 4.548 3.462 -3.582
Se: 4.197 -0.765 -2.985
C: -1.463 -0.438 -4.743
N: -1.307 -0.532 -3.307
C: -0.218 -1.010 -2.670
N: 0.834 -1.340 -3.412
S: -0.265 -1.217 -0.993
H: -2.500 -0.185 -4.958
H: -1.236 -1.397 -5.215
H: -0.806 0.315 -5.182
H: -2.054 -0.262 -2.693
H: 0.974 -0.868 -4.309
H: 1.706 -1.554 -2.933

Atomic forces in eV per Å
0.445 0.531 -2.041
-0.227 0.077 0.208
0.487 0.042 -0.308
-0.784 -0.259 0.828
0.629 -0.724 0.070
-0.114 0.145 0.075
0.082 -0.360 0.126
0.044 0.229 -0.090
-0.257 0.194 0.020
0.067 -0.007 -0.024
0.032 0.005 -0.008
-0.020 -0.068 0.011
0.011 -0.033 0.026
-0.018 0.004 0.039
-0.016 0.030 0.020
0.015 -0.013 0.036
0.130 0.036 -0.078
-0.179 0.424 0.800
-0.057 0.010 -0.083
-0.042 0.015 0.054
0.018 -0.009 -0.039
0.014 0.008 0.004
0.007 0.003 -0.001
0.000 0.002 -0.003
0.001 0.009 -0.001
-0.036 -0.046 -0.005
0.050 0.017 -0.051
-0.064 -0.044 0.001
0.030 -0.008 -0.050
-0.003 -0.022 -0.015
-0.038 0.028 -0.031
-0.096 -0.003 -0.073
0.056 -0.014 -0.007
0.016 0.000 -0.054
0.011 -0.001 -0.022
0.000 -0.007 -0.013
-0.005 0.005 -0.031
-0.042 -0.001 0.004
-0.006 0.000 -0.026
-0.006 -0.003 0.012
-0.001 0.016 0.005
0.280 -0.052 0.288
-0.342 -0.017 0.182
0.207 0.131 0.214
-0.096 -0.275 -0.059
0.064 0.080 -0.160
-0.038 -0.050 -0.014
0.060 0.068 0.078
-0.184 0.093 -0.024
0.111 0.004 -0.196
-0.125 -0.202 0.337
-0.010 0.018 -0.007
-0.004 -0.025 0.000
0.001 -0.036 0.002
-0.032 -0.044 -0.009
0.009 -0.018 0.100
-0.035 0.120 -0.017

The calculation puts the lowest unoccupied orbital energy at 0.1383 hartree. As for the net charge: -2. The value obtained for the energy relative to the best compared isomer or geometry (same formula, charge and spin) is 0.0 kcal per mole.

(2)
ORCA calculation (wB97M-V/def2-TZVPD) on a 6-piece molecular cluster, C17H34N2O16S overall.

Atoms and positions in Å:
C: -23.189 33.990 40.566
N: -24.353 34.400 39.685
C: -24.435 35.961 39.706
C: -24.226 34.008 38.309
C: -25.648 33.939 40.231
C: -25.734 32.344 40.259
O: -26.807 31.853 41.071
H: -23.005 32.820 40.361
H: -23.259 34.200 41.639
H: -22.326 34.472 40.369
H: -25.440 36.194 39.280
H: -23.711 36.288 39.029
H: -24.495 36.364 40.626
H: -24.945 34.170 37.550
H: -24.015 32.898 38.260
H: -23.183 34.304 37.913
H: -26.592 34.085 39.693
H: -25.847 34.285 41.275
H: -24.917 31.688 40.410
H: -26.183 31.993 39.321
H: -27.366 31.376 40.513
N: -30.751 29.901 40.872
O: -31.373 30.731 40.234
O: -31.375 29.048 41.408
O: -29.550 30.035 40.789
O: -23.726 27.259 39.892
S: -24.820 28.018 39.231
O: -24.747 29.435 39.299
O: -24.795 27.692 37.612
C: -23.666 27.207 37.225
C: -23.620 27.017 35.666
C: -26.301 27.296 39.797
H: -23.351 26.248 37.659
H: -22.878 27.673 37.749
H: -22.961 26.327 35.094
H: -23.677 27.774 35.057
H: -24.654 26.557 35.367
H: -26.334 26.190 39.780
H: -27.035 27.792 39.201
H: -26.225 27.542 40.834
C: -26.171 29.895 35.156
C: -26.556 30.551 36.522
O: -25.565 31.549 36.713
C: -24.590 31.333 35.798
O: -23.651 32.134 35.776
O: -24.931 30.325 34.877
H: -26.988 30.153 34.653
H: -25.985 28.915 35.157
H: -26.796 29.774 37.258
H: -27.326 31.084 36.390
C: -24.075 35.632 34.500
C: -22.808 36.441 34.957
O: -23.380 37.223 36.085
C: -24.662 36.941 36.195
O: -25.473 37.428 37.036
O: -25.057 36.044 35.434
H: -23.949 34.581 34.725
H: -24.364 35.865 33.536
H: -22.392 37.049 34.173
H: -22.212 35.644 35.358
C: -20.927 30.632 39.429
C: -19.921 30.224 38.384
O: -19.827 31.388 37.584
C: -20.772 32.197 37.855
O: -21.078 33.186 37.209
O: -21.486 31.718 38.741
H: -20.519 31.033 40.164
H: -21.682 29.844 39.619
H: -20.153 29.434 37.673
H: -18.909 29.783 38.715

Atomic forces in eV per Å
-1.879 -4.779 0.044
-1.198 3.395 1.858
-2.690 -2.511 -3.104
5.074 -3.195 -1.721
-1.269 -3.649 2.292
-2.816 -0.554 -1.298
1.913 2.220 2.431
-0.468 2.842 0.693
-1.287 -0.225 -0.264
2.677 1.810 -1.837
0.865 -0.169 -0.144
1.313 0.873 -0.598
0.666 0.939 3.358
-1.382 0.932 0.133
-0.673 0.968 0.350
-1.595 0.186 0.601
0.857 1.254 -0.602
0.668 0.003 -0.812
1.563 0.166 0.469
1.348 0.765 -0.854
-1.959 -1.282 -0.939
-1.308 2.613 -2.825
-2.354 2.629 -1.592
-0.540 -3.804 2.897
4.684 -1.406 1.285
-1.939 1.473 -1.490
3.456 -2.754 0.860
-0.704 0.723 0.189
-5.829 1.812 2.821
6.206 -3.991 -3.310
-2.491 -4.990 1.893
0.490 -0.393 -0.474
-1.212 -0.819 -0.182
1.656 1.869 -0.583
0.284 0.160 1.530
0.193 5.276 -2.596
1.450 0.342 0.976
0.347 0.718 -0.651
-1.227 0.120 0.275
-0.718 0.646 0.748
-0.216 0.679 4.381
4.093 -4.304 0.131
1.131 -1.854 -0.076
1.451 2.962 -0.684
-1.815 -2.966 -0.653
3.777 4.428 0.536
-2.514 1.207 -3.861
-0.711 -4.327 0.544
0.981 0.616 0.632
-6.345 3.564 -0.924
1.504 -0.041 2.069
-2.377 -1.185 0.906
1.648 0.238 -1.040
-2.795 3.953 5.733
3.181 -0.845 -2.062
-2.010 -3.085 -3.341
0.202 -0.311 -0.699
-0.811 0.174 -1.938
0.311 0.390 0.188
1.258 0.449 0.296
-3.123 -4.312 -6.619
2.419 -2.281 -0.567
4.261 -1.163 -1.167
-0.468 3.775 -4.900
0.893 -0.331 0.852
-5.741 -0.503 4.770
3.621 2.723 7.217
0.364 0.686 0.185
-1.111 -0.166 0.184
-1.230 1.619 0.079

The calculation puts the lowest unoccupied orbital energy at -0.0079 hartree. The value obtained for the energy relative to the best compared isomer or geometry (same formula, charge and spin) is 71.8 kcal per mole.

(3)
ORCA calculation (wB97M-V/def2-TZVPD) on a 3-piece molecular cluster, C9H21BO7P2S overall.

Atoms and positions in Å:
C: 4.704 -0.265 -1.303
B: 3.549 0.842 -1.156
O: 3.888 2.223 -1.037
P: 1.645 0.348 -1.082
P: -0.515 -0.182 -0.872
S: -1.735 1.283 -1.328
H: 4.704 -0.804 -0.349
H: 5.677 0.199 -1.466
H: 4.516 -0.966 -2.119
H: 3.687 2.443 -0.132
H: 1.973 -0.726 -0.155
H: 1.330 1.629 -0.484
H: 1.588 0.148 -2.518
H: -0.867 -1.372 -1.592
H: -0.695 -0.473 0.509
C: -4.655 5.146 1.094
C: -3.395 4.766 1.838
C: -2.147 5.440 1.328
O: -1.133 4.477 1.634
C: -1.730 3.259 1.664
O: -1.150 2.231 1.692
O: -3.079 3.382 1.644
H: -4.623 4.776 0.069
H: -5.528 4.694 1.567
H: -4.792 6.228 1.080
H: -3.524 4.936 2.912
H: -1.942 6.384 1.831
H: -2.160 5.603 0.247
C: -0.117 -6.562 -0.682
C: 0.195 -5.084 -0.702
C: 1.623 -4.745 -0.358
O: 1.495 -3.444 0.229
C: 0.244 -3.353 0.743
O: -0.127 -2.483 1.457
O: -0.525 -4.387 0.328
H: -0.047 -6.957 0.333
H: -1.136 -6.741 -1.023
H: 0.566 -7.116 -1.327
H: -0.091 -4.650 -1.665
H: 2.270 -4.708 -1.233
H: 2.058 -5.422 0.382

Atomic forces in eV per Å
-0.617 0.982 -0.233
1.217 0.650 -0.536
0.154 -2.001 -0.245
1.795 0.240 0.577
-2.083 0.473 0.408
0.059 0.123 -0.606
0.105 -0.161 -0.121
0.035 -0.059 0.114
-0.074 -0.170 0.169
-0.442 0.869 0.540
-0.277 -0.074 -0.235
-0.547 -0.232 -0.189
-0.237 -0.047 0.141
0.396 0.022 0.421
0.296 -0.318 -0.445
-0.183 -0.351 0.005
-0.527 0.216 -0.250
0.251 0.227 0.049
-0.101 0.143 -0.051
-0.152 -0.070 -0.142
0.379 -0.389 0.322
0.143 0.147 0.128
0.138 0.076 -0.013
0.011 0.061 0.024
0.053 0.007 0.052
0.094 -0.003 -0.009
0.151 -0.094 0.043
-0.112 -0.058 0.015
-0.376 0.032 0.156
-0.092 -0.627 -0.117
0.281 0.102 -0.133
0.040 -0.123 -0.044
-0.173 -0.082 0.091
0.051 0.041 0.188
0.166 0.124 -0.091
0.150 0.050 -0.001
0.044 -0.003 -0.054
0.024 0.066 -0.030
0.050 0.075 0.049
0.018 0.177 0.065
-0.108 -0.040 -0.009

The calculation puts the lowest unoccupied orbital energy at 0.0130 hartree. As for the SMILES: CB(O)[PH3][PH2]=S.C[C@@H]1COC(=O)O1.C[C@@H]1COC(=O)O1. The value obtained for the energy relative to the best compared isomer or geometry (same formula, charge and spin) is 13.4 kcal per mole.

The HOMO results, record by record, are as follows: -1.83; -5.92; -7.11 eV.
The E results, record by record, are as follows: -16387.05281; -2379.19540; -1987.90145 Eh.
The HOMO-LUMO gap results, record by record, are as follows: 5.6; 5.7; 7.5 eV.